No. 1
Here is C26H44BaBrN3OP2 as an isolated structure from the Open Molecules 2025 dataset. Energies are from ωB97M-V/def2-TZVPD.

Results
HOMO (spin up / spin down) in eV: -13.32 / -13.32
DFT total energy in hartree: -4538.34930
Gap between HOMO and LUMO (spin up / spin down) in eV: 6.9 / 6.9
ΔE to the lowest compared entry with this formula, charge and spin in eV: 0.000

Structure (ORCA input):
```
! RIJCOSX wB97M-V def2-TZVPD def2/J DEFGRID3
* xyz 2 1
N -4.209 -1.386 3.470
C -3.889 -0.245 4.081
C -4.173 1.011 3.540
C -4.769 1.079 2.254
C -5.247 -0.133 1.701
C -4.943 -1.328 2.358
C -4.723 2.288 1.459
Ba 0.249 1.478 -0.296
P 3.447 0.011 -1.358
C -4.670 2.289 0.087
C -3.525 2.850 -0.632
C -3.139 2.311 -1.887
C -1.871 2.603 -2.437
C -1.046 3.442 -1.723
C -1.392 4.057 -0.538
C -2.647 3.767 0.012
Br 1.079 3.555 -2.305
H -4.625 3.223 2.018
H -5.400 1.742 -0.517
H -3.869 1.909 4.082
H -5.790 -0.158 0.755
H -3.387 -0.346 5.044
H -5.284 -2.281 1.947
H -3.842 1.651 -2.410
H -2.953 4.225 0.954
H -1.574 2.208 -3.412
H -0.713 4.765 -0.064
P -0.459 -2.122 0.140
C 3.914 1.632 -0.588
C 4.711 2.700 -1.350
H 4.475 1.374 0.330
H 2.968 2.107 -0.228
H 4.819 3.591 -0.705
H 5.735 2.377 -1.584
H 4.222 3.038 -2.278
C 2.975 0.474 -3.079
C 4.045 0.675 -4.147
H 2.349 1.385 -3.021
H 2.303 -0.342 -3.401
H 3.547 0.929 -5.093
H 4.731 1.501 -3.919
H 4.630 -0.234 -4.333
C 4.945 -1.023 -1.504
C 6.289 -0.314 -1.423
H 4.860 -1.580 -2.453
H 4.860 -1.771 -0.692
H 7.085 -1.065 -1.369
H 6.472 0.296 -2.315
H 6.376 0.316 -0.532
C 0.569 -3.522 0.754
C 2.058 -3.374 0.456
H 0.168 -4.436 0.289
H 0.413 -3.605 1.840
H 2.599 -4.219 0.899
H 2.268 -3.368 -0.620
H 2.467 -2.451 0.887
C -0.313 -2.469 -1.676
C -1.297 -1.650 -2.512
H -0.506 -3.549 -1.789
H 0.733 -2.279 -1.976
H -1.427 -2.122 -3.495
H -2.285 -1.587 -2.038
H -0.944 -0.623 -2.691
C -2.141 -2.849 0.407
C -2.369 -3.531 1.754
H -2.313 -3.568 -0.411
H -2.862 -2.023 0.271
H -3.299 -4.112 1.714
H -1.555 -4.212 2.026
H -2.509 -2.804 2.561
N -0.508 -0.589 3.663
C 0.001 0.630 3.368
N 0.407 1.391 4.404
O 0.110 1.049 2.180
H -0.621 -0.889 4.624
H -0.882 -1.163 2.910
H 0.738 2.325 4.200
H 0.352 1.069 5.364
*
```

---

No. 2
Here is C26H44BrCl8F3N3O6S2 as an isolated structure from the Open Molecules 2025 dataset. Energies are from ωB97M-V/def2-TZVPD.

Results
HOMO in eV: -11.99
DFT total energy in hartree: -8983.84014
Gap between HOMO and LUMO in eV: 7.7
ΔE to the lowest compared entry with this formula, charge and spin in eV: 0.000

Structure (ORCA input):
```
! RIJCOSX wB97M-V def2-TZVPD def2/J DEFGRID3
* xyz 1 1
C 3.049 0.897 3.423
C 2.582 -0.208 3.378
C 1.684 -1.366 3.286
C 0.544 -1.127 2.344
N 0.622 -1.125 1.060
C 1.930 -1.390 0.397
C 2.276 -2.899 0.362
C 2.122 -0.832 -1.013
C 2.113 0.713 -1.108
C -0.732 -0.934 0.446
N -0.736 -0.146 -0.757
C -1.047 -2.390 -0.050
O -2.140 -2.358 -0.956
N -2.469 -3.703 -1.338
O -3.475 -3.724 -1.905
C -1.649 -0.349 1.586
C -1.525 1.209 1.369
C -2.204 2.208 2.347
C -3.371 2.941 1.661
C -1.192 3.299 2.830
S -3.458 -0.627 1.367
C -4.003 -2.323 1.295
O -4.132 -0.042 2.493
O -3.785 -0.004 0.108
C -0.879 -0.894 2.845
Br -0.572 0.442 4.254
S -1.542 -2.321 3.885
O -0.822 -2.292 5.123
O -2.958 -2.254 4.039
C -1.009 -3.985 3.198
F -1.963 -4.540 2.464
F 0.127 -3.882 2.503
F -0.796 -4.751 4.250
H 3.576 1.827 3.329
H 2.279 -2.181 2.860
H 1.343 -1.714 4.259
H 2.722 -0.923 0.981
H 3.354 -2.956 0.221
H 2.028 -3.426 1.279
H 1.827 -3.387 -0.501
H 3.124 -1.149 -1.303
H 1.464 -1.302 -1.746
H 2.292 1.122 -0.111
H 2.960 1.030 -1.715
H 1.199 1.102 -1.537
H -1.693 0.098 -0.995
H -0.363 -0.672 -1.536
H -1.258 -3.098 0.752
H -0.177 -2.775 -0.585
H -1.955 1.458 0.406
H -0.457 1.418 1.297
H -2.623 1.750 3.237
H -4.218 2.277 1.495
H -3.065 3.408 0.725
H -3.717 3.710 2.353
H -1.082 3.248 3.913
H -1.558 4.288 2.568
H -0.202 3.171 2.389
H -4.487 -2.582 2.231
H -3.252 -3.068 1.075
H -4.751 -2.352 0.504
Cl 5.405 3.434 3.449
C 6.131 3.998 1.919
C 5.097 4.564 0.982
Cl 3.997 3.303 0.366
H 6.663 3.161 1.475
H 6.851 4.771 2.177
H 5.589 5.009 0.120
H 4.492 5.324 1.469
Cl -8.654 5.647 2.091
C -8.403 4.207 1.074
C -6.964 3.759 1.073
Cl -5.900 4.919 0.233
H -8.746 4.442 0.070
H -9.029 3.415 1.482
H -6.875 2.809 0.548
H -6.587 3.634 2.085
Cl 1.247 -1.505 -4.211
C 2.188 -2.679 -5.181
C 2.534 -3.916 -4.396
Cl 3.708 -3.581 -3.090
H 3.076 -2.168 -5.543
H 1.572 -2.948 -6.036
H 2.995 -4.647 -5.057
H 1.653 -4.363 -3.943
Cl 5.266 -0.530 -6.250
C 4.994 0.132 -7.887
C 3.546 0.051 -8.292
Cl 3.018 -1.635 -8.542
H 5.634 -0.411 -8.577
H 5.310 1.174 -7.865
H 3.394 0.574 -9.234
H 2.899 0.495 -7.539
*
```

---

No. 3
Here is C26H44BrN3OP2Zn as an isolated structure from the Open Molecules 2025 dataset. Energies are from ωB97M-V/def2-TZVPD.

Results
HOMO in eV: -11.86
DFT total energy in hartree: -6292.02955
Gap between HOMO and LUMO in eV: 4.3
ΔE to the lowest compared entry with this formula, charge and spin in eV: 0.698

Structure (ORCA input):
```
! RIJCOSX wB97M-V def2-TZVPD def2/J DEFGRID3
* xyz 2 1
N -6.340 4.698 -4.197
C -6.071 5.151 -2.973
C -5.209 4.473 -2.106
C -4.593 3.253 -2.503
C -4.852 2.841 -3.835
C -5.737 3.591 -4.636
C -3.686 2.564 -1.580
Zn -0.492 0.141 -0.034
P 4.681 -0.776 0.797
C -2.816 1.538 -1.856
C -1.533 1.561 -1.205
C -0.321 1.443 -1.964
C 0.615 2.506 -1.829
C 0.633 3.312 -0.678
C -0.337 3.085 0.307
C -1.341 2.083 0.131
Br 1.978 4.525 -0.363
H -3.616 3.070 -0.609
H -3.015 0.802 -2.656
H -5.057 4.875 -1.107
H -4.429 1.925 -4.254
H -6.571 6.071 -2.647
H -5.996 3.278 -5.657
H -0.342 0.715 -2.800
H -2.207 2.109 0.787
H 1.321 2.693 -2.654
H -0.392 3.721 1.224
P -0.868 -2.127 0.298
C 4.586 1.032 0.834
C 5.963 1.532 0.376
H 4.325 1.348 1.862
H 3.751 1.269 0.146
H 6.103 2.590 0.593
H 6.767 0.978 0.876
H 6.101 1.386 -0.700
C 4.087 -1.257 -0.830
C 5.137 -2.188 -1.440
H 3.942 -0.326 -1.398
H 3.112 -1.734 -0.681
H 4.981 -2.330 -2.508
H 6.146 -1.781 -1.301
H 5.102 -3.178 -0.973
C 3.600 -1.430 2.063
C 4.569 -1.967 3.129
H 2.949 -2.198 1.615
H 2.993 -0.566 2.386
H 4.117 -2.748 3.736
H 5.466 -2.382 2.647
H 4.896 -1.161 3.795
C -0.615 -3.366 1.631
C -1.542 -4.585 1.711
H -0.561 -2.822 2.585
H 0.401 -3.754 1.443
H -2.506 -4.364 2.177
H -1.720 -5.074 0.745
H -1.068 -5.352 2.336
C 0.377 -2.771 -0.849
C 0.026 -2.634 -2.318
H 0.504 -3.827 -0.583
H 1.305 -2.242 -0.579
H -0.864 -3.233 -2.567
H -0.119 -1.582 -2.614
H 0.873 -3.036 -2.890
C -2.511 -2.638 -0.352
C -3.585 -2.228 0.666
H -2.476 -3.728 -0.497
H -2.690 -2.202 -1.352
H -4.304 -1.546 0.192
H -4.145 -3.112 1.007
H -3.148 -1.715 1.544
N 0.366 1.656 3.607
C -0.720 0.787 3.645
N -1.143 0.555 4.940
O -1.252 0.299 2.633
H 0.802 1.846 4.529
H 1.010 1.486 2.844
H -1.973 -0.002 5.064
H -0.825 1.178 5.673
*
```